Computed, not measured: a cluster of 3 separate species, C2H8O2 in total, with wB97M-V/def2-TZVPD.

frontier orbital gap	0.37471	Ha
total charge	0
HOMO energy	-9.723	eV
total energy	-6297.251	eV
LUMO energy	0.474	eV

Each line ends with the natural charge from an NBO analysis.
Atoms and positions in Å:
1 C 0.5783 0.8092 2.0469  -0.369
2 C 0.9167 -0.2083 1.1986  -0.403
3 H 0.4291 1.8124 1.6590  0.184
4 H 0.3758 0.7938 3.1680  0.194
5 H 1.0146 0.1129 0.1711  0.193
6 H 1.1002 -1.1887 1.5747  0.200
7 O 1.7085 -0.7299 -3.4168  -0.939
8 H 1.2970 -1.3966 -4.0278  0.470
9 H 1.0253 -0.5754 -2.7250  0.469
10 O -2.5324 0.3269 0.3818  -0.936
11 H -2.5330 0.3383 -0.6383  0.467
12 H -3.3800 -0.0946 0.6078  0.469

---

Computed, not measured: a structure of composition C27H45BN6O7S2Ti, with wB97M-V/def2-TZVPD.

frontier orbital gap	0.24075	Ha
total charge	0
HOMO energy	-6.698	eV
total energy	-97472.268	eV
LUMO energy	-0.147	eV

Each line ends with the natural charge from an NBO analysis.
Atoms and positions in Å:
1 Ti -1.5536 -0.4585 0.4824  1.247
2 C -2.9365 -4.9707 1.0003  -0.643
3 C -2.8085 -3.5327 0.5627  -0.183
4 S -2.0051 -2.4466 1.6820  -0.109
5 C -3.3281 -3.0850 -0.5919  -0.178
6 C -4.0926 -3.9880 -1.5256  -0.639
7 S -3.1783 -1.4093 -1.0599  -0.219
8 H -2.4084 -5.1379 1.9371  0.224
9 H -2.5239 -5.6533 0.2534  0.212
10 H -3.9838 -5.2467 1.1507  0.213
11 H -4.7455 -4.6702 -0.9780  0.211
12 H -3.4140 -4.5972 -2.1298  0.212
13 H -4.7048 -3.4016 -2.2087  0.224
14 C 2.0320 -0.7074 4.7954  -0.629
15 C 1.8305 -0.1481 3.4007  0.254
16 C 2.1358 1.3447 3.3746  -0.635
17 O 0.4407 -0.2998 3.0271  -0.784
18 B 0.3840 -0.5357 1.6668  0.721
19 O 1.6549 -0.7493 1.1507  -0.794
20 C 2.5565 -0.9293 2.2732  0.243
21 C 3.9260 -0.3881 1.9135  -0.627
22 C 2.6275 -2.4269 2.5457  -0.637
23 H 1.4908 -0.0924 5.5152  0.218
24 H 3.0900 -0.6966 5.0662  0.210
25 H 1.6585 -1.7266 4.8690  0.226
26 H 1.4452 1.8544 4.0468  0.221
27 H 1.9970 1.7515 2.3713  0.213
28 H 3.1553 1.5532 3.7020  0.211
29 H 3.8654 0.6344 1.5433  0.218
30 H 4.3755 -1.0098 1.1395  0.215
31 H 4.5839 -0.4064 2.7851  0.214
32 H 1.6425 -2.8210 2.8002  0.230
33 H 3.3224 -2.6557 3.3549  0.212
34 H 2.9735 -2.9302 1.6422  0.216
35 C -2.8329 0.3814 4.3734  -0.403
36 N -3.2397 1.5643 3.6168  -0.403
37 C -3.9576 2.5942 4.1727  0.063
38 C -4.3187 3.6629 3.4503  -0.367
39 C -3.9445 3.7464 2.0370  0.612
40 O -4.2132 4.7064 1.3339  -0.617
41 N -3.2454 2.6582 1.5269  -0.635
42 C -2.9231 1.6564 2.2923  0.771
43 O -2.2518 0.6540 1.8207  -0.750
44 H -3.1196 0.5282 5.4121  0.201
45 H -1.7556 0.2406 4.2997  0.240
46 H -3.3184 -0.5099 3.9786  0.229
47 H -4.1996 2.4768 5.2201  0.209
48 H -4.8782 4.4742 3.8895  0.234
49 N -0.5427 3.2600 -2.5583  -0.650
50 C -0.5342 3.5717 -1.1192  -0.232
51 C -0.6597 2.2857 -0.3244  -0.256
52 N -1.8309 1.4615 -0.7278  -0.698
53 C -2.0958 1.4084 -2.1815  -0.229
54 C -1.8761 2.7334 -2.8885  -0.241
55 H 0.9219 2.3358 -3.0694  0.526
56 H -0.4035 4.1231 -3.0725  0.376
57 H -1.3605 4.2457 -0.8579  0.198
58 H 0.4044 4.0630 -0.8584  0.206
59 H -0.7921 2.5332 0.7271  0.236
60 H 0.2487 1.7003 -0.4378  0.228
61 H -2.6284 1.9050 -0.2583  0.445
62 H -3.1279 1.0863 -2.3135  0.231
63 H -1.4621 0.6501 -2.6268  0.215
64 H -2.6546 3.4505 -2.5948  0.187
65 H -1.9499 2.5760 -3.9656  0.209
66 C 4.3355 0.1472 -1.6779  -0.626
67 C 4.1043 0.1453 -3.1841  -0.361
68 C 2.6941 -0.3417 -3.5870  -0.259
69 C 2.5547 -0.3722 -5.1212  -0.375
70 C 1.1706 -0.7995 -5.5936  -0.618
71 C 2.5226 -1.7629 -3.0594  0.724
72 O 3.2357 -2.6664 -3.4186  -0.568
73 N 1.5248 -1.9711 -2.1268  -0.641
74 C 0.6840 -0.9967 -1.6493  0.843
75 O -0.1855 -1.2963 -0.8370  -0.594
76 N 0.7955 0.2812 -2.1091  -0.627
77 C 1.6698 0.5857 -3.0008  0.720
78 O 1.7089 1.8190 -3.4426  -0.673
79 H 5.3170 0.5576 -1.4423  0.226
80 H 4.2952 -0.8655 -1.2723  0.212
81 H 3.5899 0.7450 -1.1485  0.210
82 H 4.8172 -0.5165 -3.6773  0.229
83 H 4.2365 1.1465 -3.5971  0.220
84 H 3.3119 -1.0646 -5.4903  0.232
85 H 2.7978 0.6222 -5.4966  0.222
86 H 0.9235 -1.8052 -5.2474  0.212
87 H 1.1245 -0.8081 -6.6818  0.227
88 H 0.3940 -0.1182 -5.2377  0.204
89 H 1.4143 -2.9057 -1.7557  0.440

---

Question: Which of these has the highest LUMO energy?
Answer: C2H8O2

---

Question: Which formula does entry 1 have?
Answer: C2H8O2

---

Copy entry 1 word for word.
Computed, not measured: a cluster of 3 separate species, C2H8O2 in total, with wB97M-V/def2-TZVPD.

frontier orbital gap	0.37471	Ha
total charge	0
HOMO energy	-9.723	eV
total energy	-6297.251	eV
LUMO energy	0.474	eV

Each line ends with the natural charge from an NBO analysis.
Atoms and positions in Å:
1 C 0.5783 0.8092 2.0469  -0.369
2 C 0.9167 -0.2083 1.1986  -0.403
3 H 0.4291 1.8124 1.6590  0.184
4 H 0.3758 0.7938 3.1680  0.194
5 H 1.0146 0.1129 0.1711  0.193
6 H 1.1002 -1.1887 1.5747  0.200
7 O 1.7085 -0.7299 -3.4168  -0.939
8 H 1.2970 -1.3966 -4.0278  0.470
9 H 1.0253 -0.5754 -2.7250  0.469
10 O -2.5324 0.3269 0.3818  -0.936
11 H -2.5330 0.3383 -0.6383  0.467
12 H -3.3800 -0.0946 0.6078  0.469

---

Question: Look up the total energy of the first one.
Answer: -6297.251 eV